The following is a quantum chemistry calculation of a molecular structure, C24H49FO10S at a distorted geometry, from OMol25.

Geometry as XYZ:
```
85
Properties=species:S:1:pos:R:3:lowdin_charge:R:1
C -2.033 -2.577 5.918 -0.199
H -2.684 0.898 -1.772 0.105
H -1.115 -0.384 -1.303 0.100
O -3.175 0.064 2.329 -0.168
H -3.475 -1.189 0.614 0.165
H 6.453 1.444 1.059 0.105
C 5.641 1.924 0.530 -0.200
F -3.357 3.203 -2.365 0.124
H 5.198 -1.039 -1.127 0.102
H 6.058 -0.674 0.370 0.104
H 0.577 -1.988 -1.519 0.112
H 3.633 3.386 -0.186 0.112
C 5.097 1.000 -0.559 -0.200
H -2.932 2.940 -5.725 0.128
C 2.761 -1.336 -0.429 -0.194
H 4.195 -1.910 1.052 0.105
H -2.962 0.082 -8.560 0.090
H 5.752 1.114 -1.417 0.104
H -1.810 -1.875 -0.765 0.117
C -1.470 -0.510 0.835 -0.122
H 0.338 -2.696 0.056 0.113
H 4.243 4.503 1.044 0.123
H 3.566 -0.315 1.306 0.087
O -1.424 0.021 -5.033 -0.200
C -3.346 0.374 -7.584 -0.110
H -1.730 1.731 -3.981 0.105
C 5.150 -0.492 -0.193 -0.205
O -2.107 2.093 3.285 -0.197
H 0.562 2.989 1.200 0.088
H -3.078 -2.664 6.233 0.128
H -3.717 1.388 -5.407 0.125
C 0.303 -1.761 -0.494 -0.206
O 2.465 3.664 1.473 -0.164
H 2.675 -2.416 -0.444 0.104
C -2.973 -0.280 0.905 -0.218
H 1.730 1.743 1.626 0.075
H -4.362 0.398 -1.604 0.148
C 1.390 -0.827 0.034 -0.212
H -4.424 0.552 -7.670 0.089
O -5.157 2.909 -1.073 0.153
C 1.583 2.660 1.060 -0.117
C -4.122 2.470 -1.551 -0.408
H 1.240 0.161 -0.385 0.101
C -1.066 -1.120 -0.509 -0.185
H 0.501 -2.709 6.211 0.083
H 1.356 -0.795 1.117 0.110
C 3.736 3.561 0.883 -0.234
C -0.463 -0.423 -5.976 -0.109
H 1.044 -3.439 3.460 0.089
H 0.523 -4.246 7.098 0.089
H 4.099 1.266 -0.896 0.103
O -0.660 -2.424 3.913 -0.203
H -0.175 -4.416 4.299 0.085
C 4.607 2.477 1.508 -0.170
H 5.080 2.828 2.415 0.112
O -1.331 -3.666 6.496 -0.190
C -3.609 1.074 -1.237 -0.002
C -1.593 1.432 -5.025 -0.201
C -1.981 -2.607 4.407 -0.198
H -2.581 -1.779 4.020 0.111
C -0.031 -3.321 6.942 -0.110
H -0.696 1.931 -5.402 0.130
C 3.911 -0.997 0.539 -0.194
H -3.172 -0.441 -6.878 0.082
H -0.400 -3.989 2.581 0.084
C -2.815 1.856 -5.814 -0.205
S -3.188 1.637 2.514 0.603
H -1.203 -1.193 1.633 0.119
C -0.024 -3.637 3.549 -0.109
H -4.531 1.011 0.589 0.150
H -2.407 -3.541 4.024 0.129
H 2.969 -0.985 -1.432 0.111
H 1.710 2.412 0.005 0.079
O -2.682 1.563 -7.195 -0.187
H -0.087 -2.781 7.893 0.089
H -0.943 0.422 0.998 0.119
H -0.603 -1.494 -6.113 0.089
H -1.646 -1.626 6.294 0.130
H 6.075 2.788 0.030 0.107
H 3.943 1.667 1.798 0.086
H 0.550 -0.245 -5.599 0.088
H -0.582 0.074 -6.941 0.085
C -3.490 0.975 0.254 -0.346
O -4.477 2.111 2.807 -0.190
O -2.825 2.010 0.954 -0.124
```

**Highest occupied orbital energy**: -9.4 eV
**Calculated total energy**: -59706.6255 eV
**LUMO**: 0.33 eV
**Orbital gap**: 9.725 eV